(1)
90
Properties=species:S:1:pos:R:3:mulliken_charge:R:1 method="wB97M-V/def2-TZVPD" energy_ev=-151665.116 e_homo_ev="-13.34 / -13.34" charge=+2 homo_lumo_gap_ev="5.96 / 6.05" de_lowest_kj_mol=0.00 multiplicity=1
V -0.367 0.509 0.580 -1.151
C 6.452 0.264 0.669 -0.800
O 6.003 0.543 2.001 -0.416
C 4.708 0.611 2.252 0.649
C 4.374 0.894 3.600 -1.271
C 3.071 0.980 3.965 -1.363
C 2.017 0.804 3.021 1.470
C 0.659 0.907 3.389 0.304
C 0.200 1.133 4.798 -1.643
O -0.295 0.845 2.547 0.165
C 2.383 0.527 1.674 -0.309
O 1.460 0.332 0.749 0.141
C 3.714 0.423 1.292 -0.723
H 7.534 0.265 0.724 0.257
H 6.112 1.042 -0.014 0.341
H 6.097 -0.716 0.348 0.345
H 5.177 1.035 4.309 0.487
H 2.838 1.206 4.995 0.437
H 0.942 0.900 5.552 0.517
H -0.695 0.537 4.968 0.292
H -0.090 2.182 4.908 0.320
H 3.940 0.200 0.261 0.559
C 1.528 0.370 -7.645 -1.448
C 0.999 0.169 -6.258 0.980
C -0.351 -0.106 -6.037 -0.888
C -0.844 -0.297 -4.759 -0.309
C 0.035 -0.201 -3.687 -0.818
C 1.392 0.058 -3.877 -0.547
C 1.862 0.245 -5.160 -0.932
S -0.546 -0.425 -2.075 2.253
O -1.921 -0.830 -2.140 -0.803
O 0.311 -1.229 -1.196 -0.815
N -0.357 0.979 -1.275 1.164
C -0.753 2.268 -1.673 0.371
C -1.199 2.693 -2.897 -0.330
C -1.476 4.064 -3.102 -1.121
C -1.301 4.986 -2.112 -0.876
C -0.859 4.567 -0.835 0.676
C -0.649 5.442 0.253 -0.724
C -0.235 4.935 1.453 -1.120
C -0.058 3.550 1.586 0.048
N -0.236 2.700 0.596 1.089
C -0.611 3.202 -0.622 -0.007
H 0.744 0.278 -8.393 0.358
H 2.302 -0.366 -7.868 0.359
H 1.983 1.357 -7.742 0.350
H -1.023 -0.180 -6.882 0.367
H -1.889 -0.521 -4.589 0.596
H 2.060 0.111 -3.027 0.572
H 2.913 0.447 -5.323 0.433
H -1.339 2.005 -3.716 0.477
H -1.826 4.379 -4.075 0.476
H -1.501 6.035 -2.286 0.475
H -0.819 6.504 0.128 0.494
H -0.059 5.573 2.307 0.498
H 0.224 3.139 2.543 0.346
C 1.197 -2.875 1.189 -1.387
As -0.461 -1.926 1.398 1.002
C -0.808 -2.057 3.290 -1.273
C -1.905 -2.924 0.548 -0.568
C -1.766 -4.385 0.860 -0.122
C -2.395 -4.940 1.971 -0.154
C -2.241 -6.288 2.264 -0.802
C -1.456 -7.089 1.449 -0.463
C -0.833 -6.544 0.334 -0.762
C -0.986 -5.199 0.041 -0.217
H 1.073 -3.852 1.656 0.493
H 1.983 -2.315 1.694 0.446
H 1.438 -2.983 0.137 0.347
H -0.990 -3.107 3.519 0.664
H -1.675 -1.460 3.567 0.268
H 0.066 -1.720 3.844 0.443
H -1.858 -2.712 -0.518 0.490
H -2.829 -2.499 0.943 0.490
H -3.031 -4.324 2.597 0.464
H -2.745 -6.714 3.121 0.410
H -1.340 -8.141 1.674 0.413
H -0.235 -7.172 -0.313 0.426
H -0.511 -4.780 -0.840 0.460
C -4.032 1.316 -0.393 -1.313
C -3.456 0.809 0.908 0.477
C -3.584 1.772 2.066 -1.109
O -2.035 0.553 0.701 0.289
H -5.113 1.405 -0.285 0.576
H -3.817 0.630 -1.210 0.278
H -3.630 2.302 -0.636 0.220
H -3.879 -0.164 1.166 0.317
H -3.061 2.705 1.850 0.202
H -3.185 1.349 2.986 0.197
H -4.639 2.005 2.218 0.545


(2)
90
Properties=species:S:1:pos:R:3:mulliken_charge:R:1 method="wB97M-V/def2-TZVPD" energy_ev=-174156.005 e_homo_ev=-2.43 charge=-2 homo_lumo_gap_ev=6.61 multiplicity=1
Ca 0.160 1.159 -0.137 0.487
Br -2.975 0.107 -0.308 -0.210
C -2.969 0.100 -2.237 0.223
C -4.188 -0.076 -2.834 -0.742
C -4.288 -0.086 -4.238 -0.440
C -3.162 0.065 -4.995 -0.865
C -1.895 0.237 -4.388 1.275
C -0.737 0.390 -5.182 -0.997
C 0.477 0.589 -4.582 -0.873
C 0.580 0.638 -3.179 -0.610
C -0.495 0.473 -2.315 -0.776
C -1.756 0.274 -2.959 1.292
H -5.073 -0.199 -2.224 0.371
H -5.261 -0.201 -4.703 0.355
H -3.218 0.067 -6.079 0.303
H -0.836 0.353 -6.263 0.265
H 1.367 0.706 -5.196 0.405
H 1.569 0.814 -2.758 0.091
O 0.052 0.796 3.919 -0.781
C 0.147 1.031 2.716 0.534
O -0.474 0.477 1.757 -0.775
C 1.130 2.128 2.239 0.856
O 2.254 2.256 2.657 -0.650
O 0.547 2.874 1.307 -0.467
Cl 6.411 4.651 -0.050 -0.313
C 5.124 3.462 -0.056 0.184
C 5.441 2.126 -0.204 -0.783
C 4.405 1.211 -0.192 0.427
Cl 4.787 -0.477 -0.394 -0.230
C 3.037 1.552 -0.038 -0.580
O 2.119 0.651 -0.017 1.466
C 2.781 2.952 0.083 0.924
C 1.340 3.443 0.062 -0.012
O 0.650 3.062 -0.971 -0.899
C 3.807 3.873 0.080 -1.418
H 6.465 1.799 -0.317 0.463
H 1.320 4.535 0.258 0.313
H 3.578 4.928 0.175 0.320
C -2.113 -7.170 -0.473 -0.697
C -2.508 -6.023 -1.395 -0.945
C -1.382 -4.978 -1.449 -1.044
C -0.626 -4.828 -0.110 0.626
C -1.563 -5.189 1.043 -0.756
C -2.018 -6.660 0.972 -0.894
P 0.008 -3.051 0.045 -0.002
C 0.928 -3.192 1.678 0.419
C 0.007 -2.710 2.807 -0.209
C 0.618 -3.007 4.185 -0.981
C 2.152 -2.934 4.143 -0.998
C 2.587 -1.887 3.123 -0.626
C 2.198 -2.321 1.698 0.178
C 1.437 -3.122 -1.164 1.436
C 2.317 -4.370 -1.151 -1.263
C 3.636 -4.066 -1.883 -0.947
C 3.417 -3.116 -3.075 -0.441
C 2.009 -3.278 -3.639 -1.182
C 0.963 -2.838 -2.602 1.057
H -1.143 -7.561 -0.797 0.336
H -2.833 -7.990 -0.539 0.405
H -3.429 -5.566 -1.023 0.327
H -2.713 -6.393 -2.403 0.489
H -1.811 -4.012 -1.729 0.396
H -0.673 -5.265 -2.230 0.140
H 0.227 -5.516 -0.079 0.385
H -2.429 -4.520 1.012 0.308
H -1.063 -5.032 1.998 0.121
H -2.994 -6.754 1.457 0.438
H -1.319 -7.290 1.530 0.283
H 1.187 -4.249 1.842 0.549
H -0.987 -3.158 2.741 0.660
H -0.136 -1.638 2.685 -0.620
H 0.307 -3.998 4.539 0.320
H 0.238 -2.266 4.893 0.415
H 2.567 -3.909 3.860 0.323
H 2.542 -2.690 5.136 0.471
H 3.667 -1.728 3.171 0.591
H 2.111 -0.936 3.372 -0.008
H 3.030 -2.866 1.243 0.295
H 2.028 -1.418 1.111 -0.914
H 2.057 -2.273 -0.856 -0.502
H 1.798 -5.194 -1.652 0.484
H 2.536 -4.690 -0.128 0.390
H 4.088 -5.003 -2.226 0.470
H 4.336 -3.596 -1.187 0.167
H 4.165 -3.307 -3.849 0.501
H 3.543 -2.081 -2.747 0.044
H 1.853 -4.328 -3.917 0.363
H 1.890 -2.682 -4.548 0.535
H 0.019 -3.339 -2.818 -0.006
H 0.780 -1.772 -2.689 -1.025


(3)
91
Properties=species:S:1:pos:R:3:mulliken_charge:R:1 method="wB97M-V/def2-TZVPD" energy_ev=-76076.420 e_homo_ev="-10.44 / -10.24" charge=+1 homo_lumo_gap_ev="6.71 / 6.46" de_lowest_kj_mol=130.61 multiplicity=1
Sn -1.253 0.828 -0.596 1.101
C 0.822 2.881 -2.425 -1.183
N 0.752 2.635 -1.009 1.155
C 0.581 3.890 -0.349 -1.413
C 1.980 1.905 -0.596 -2.014
C 2.183 1.767 0.866 0.007
N 1.116 1.012 1.473 0.545
C 1.299 0.418 2.621 -1.036
C 0.173 -0.140 3.271 0.264
F -0.966 -0.242 2.689 -0.299
C 0.208 -0.526 4.621 0.508
F -0.903 -0.829 5.183 -0.336
C 1.358 -0.581 5.380 -1.050
C 2.633 -0.420 4.739 0.878
F 3.679 -0.014 5.495 -0.402
C 2.616 0.370 3.356 1.514
F 3.081 1.673 3.425 -0.468
H 1.771 3.342 -2.737 0.387
H 0.720 1.992 -3.095 0.133
H 0.072 3.566 -2.694 0.366
H 1.391 4.614 -0.539 0.312
H -0.312 4.401 -0.733 0.374
H 0.511 3.857 0.748 0.290
H 1.921 0.925 -1.051 0.523
H 2.816 2.402 -1.062 0.461
H 3.144 1.238 0.938 -0.048
H 2.240 2.725 1.364 0.551
H 1.376 -0.631 6.497 0.383
C -3.100 -2.080 -1.286 -1.604
C -3.972 -0.896 -1.041 1.100
C -5.311 -0.982 -1.462 -1.025
C -6.127 0.141 -1.425 -0.926
C -5.667 1.387 -0.878 1.040
C -6.505 2.480 -0.780 -0.663
C -5.984 3.652 -0.287 -0.719
C -4.658 3.682 0.158 -0.365
C -3.775 2.589 0.174 0.229
S -2.143 2.676 0.768 -0.562
C -4.328 1.391 -0.432 0.010
N -3.497 0.282 -0.604 0.097
H -3.240 -2.404 -2.281 0.482
H -3.480 -2.925 -0.763 0.646
H -2.032 -2.098 -1.037 -0.206
H -5.623 -1.903 -1.863 0.568
H -7.166 0.035 -1.705 0.439
H -7.535 2.402 -1.206 0.345
H -6.598 4.569 -0.195 0.368
H -4.332 4.668 0.494 0.421
N -0.763 -0.433 -3.498 -0.344
C -1.862 0.373 -3.778 0.462
C -2.732 0.121 -4.878 -0.820
C -3.685 1.006 -5.261 -0.494
C -3.798 2.193 -4.552 -0.725
C -3.043 2.341 -3.380 -0.276
N -2.081 1.473 -3.015 0.017
H -0.588 -1.015 -4.298 0.323
H 0.087 0.047 -3.293 0.130
H -2.633 -0.770 -5.479 0.399
H -4.320 0.694 -6.060 0.453
H -4.393 3.058 -4.783 0.440
H -3.251 3.202 -2.738 0.414
C 0.266 -3.065 0.407 -1.062
C 0.976 -3.826 1.488 0.393
C 1.367 -5.212 1.068 -1.664
C 2.109 -2.921 2.019 0.967
C 2.097 -2.552 3.325 -2.227
C 3.146 -1.658 3.865 -0.630
C 3.630 -0.626 2.779 -0.718
C 3.769 -1.203 1.444 -0.217
C 5.025 -0.764 0.623 0.115
C 4.742 -0.461 -0.864 -0.999
C 6.077 -1.910 0.646 -1.603
C 3.152 -2.393 1.113 0.966
O 3.425 -3.107 0.111 -0.667
H -0.630 -3.556 0.031 0.454
H 1.092 -2.840 -0.330 0.227
H -0.100 -2.125 0.893 0.026
H 0.341 -3.977 2.359 0.599
H 1.867 -5.143 0.087 0.338
H 0.522 -5.921 1.173 0.379
H 2.215 -5.627 1.667 0.381
H 1.415 -2.948 4.036 0.668
H 3.913 -2.129 4.436 0.777
H 4.482 -0.138 3.237 0.811
H 5.496 0.099 1.110 0.619
H 4.085 -1.236 -1.265 0.240
H 5.568 -0.436 -1.558 0.491
H 4.210 0.510 -1.001 0.022
H 5.676 -2.700 -0.045 0.350
H 6.094 -2.474 1.577 0.352
H 7.098 -1.675 0.455 0.456